No. 1
7 unconnected molecules or ions with the total composition C28H77N7O7 in a non-equilibrium geometry, computed with wB97M-V/def2-TZVPD.

Last column: Löwdin charge in e.
Cartesian coordinates (Å):
H -6.230 1.986 -4.039  0.1234
C -3.397 3.414 -5.386  -0.0616
H -1.290 -1.988 -0.130  0.0489
H -2.773 -2.137 -0.679  0.0435
N -2.087 -2.627 -0.109  0.0690
H -2.189 -3.731 3.098  0.0868
H -2.839 -3.128 -2.475  0.0448
H 5.098 3.059 0.981  0.0700
H 4.966 -1.203 8.170  0.0744
C 3.205 1.681 3.545  -0.1146
C 4.678 0.161 6.486  -0.4516
H -0.711 -3.117 2.385  0.0400
H 4.565 1.860 7.617  0.0750
H 0.282 0.004 -3.089  0.1371
C 4.206 -0.934 7.442  -0.0645
C 5.045 3.181 -1.175  -0.4263
H 0.242 2.473 -1.339  0.0776
C -2.991 -1.647 -5.422  -0.0639
H 2.902 6.458 0.795  0.0874
H 4.246 1.706 0.232  0.0698
H 1.097 -5.007 5.810  0.0641
H -0.091 -3.211 4.145  0.0970
H -1.755 -4.487 -3.925  0.1297
H 2.910 3.548 -1.537  0.1133
H 0.958 0.267 2.110  0.0758
H -3.925 -1.091 -5.329  0.0670
H -3.861 -3.429 -4.641  0.1422
H -7.644 1.324 -5.846  0.0888
H 1.912 -0.706 0.984  0.0934
H -3.786 0.859 -4.585  0.0474
H -2.914 -1.996 -6.454  0.0797
O 0.273 0.267 0.183  -0.1685
H -4.245 1.154 -3.100  0.0833
H 5.442 -0.301 5.856  0.1435
C -4.279 2.829 -4.283  -0.4078
H -2.490 3.833 -4.948  0.0694
H 2.008 -3.805 2.694  0.0829
H 0.658 -1.262 -1.192  0.1303
C -2.601 -1.215 1.875  -0.2316
C -0.533 -0.695 4.447  -0.0986
H 0.378 -1.324 1.558  0.0693
H -1.973 0.657 -2.800  0.0307
C -1.752 -3.665 -4.657  -0.2164
H 1.913 5.741 -0.499  0.0897
H 2.563 -3.048 5.606  0.1153
H 6.283 4.701 -0.592  0.0728
C 2.938 5.958 -0.171  -0.1107
C -6.967 1.805 -6.560  -0.1059
H -4.261 3.518 -3.437  0.1346
N -3.045 -2.329 -3.073  0.0376
H 0.360 -4.318 -5.984  0.0868
H 2.382 -2.146 3.098  0.0549
H 2.577 -5.273 5.200  0.0709
O -3.410 -0.394 1.059  -0.1781
C -2.555 -2.618 1.289  -0.4078
H -1.636 -4.517 1.664  0.0840
H 3.986 -1.852 6.883  0.0553
H -0.462 -5.805 -5.583  0.0899
C -5.714 2.630 -4.773  -0.2303
H 4.013 4.810 -2.050  0.1194
H -4.636 0.517 2.471  0.0909
H -0.350 0.318 4.101  0.0870
H 3.596 -3.406 3.415  0.0782
H -3.074 1.282 2.287  0.0889
H -2.134 -0.982 -5.274  0.0821
H 3.301 0.843 2.846  0.0787
N 6.298 3.944 -1.265  0.0352
H 2.771 1.111 6.171  0.1354
C -2.977 -2.809 -4.463  -0.4427
H 6.428 4.321 -2.194  0.0659
H 5.005 2.486 -2.017  0.1369
H -1.099 -1.249 3.689  0.0397
C 0.891 -0.401 1.254  -0.1086
H 6.005 1.789 0.132  0.0776
H 3.150 -0.290 5.053  0.1122
H 3.456 2.618 3.050  0.0842
H -2.259 -1.701 -2.876  0.0236
H -3.579 -3.005 1.301  0.1438
H -3.023 -1.265 2.890  0.1283
H -0.477 2.463 -3.023  0.0670
C 1.913 -3.384 4.795  -0.4225
C -3.855 0.751 1.726  -0.1202
C -0.545 -4.899 -6.215  -0.1425
O 0.689 -1.343 4.721  -0.1942
H -6.296 3.563 -4.818  0.1266
H 1.179 2.167 -2.756  0.0689
H -0.829 -3.079 -4.518  0.1277
H -1.155 -0.662 5.353  0.0992
H 3.405 6.655 -0.877  0.0880
C 0.719 -0.170 -1.067  -0.2377
H 0.161 -2.924 5.905  0.1353
C 3.536 0.577 5.595  -0.2034
C -1.685 -3.540 2.140  -0.0615
O -5.682 1.979 -6.016  -0.1975
H -6.855 1.132 -7.410  0.0897
H -7.368 2.768 -6.891  0.0897
H 1.788 0.072 -1.205  0.1306
H -3.119 2.650 -6.106  0.0767
N 5.283 1.241 7.248  0.0418
C 5.096 2.387 0.125  -0.0667
C 0.188 1.976 -2.311  -0.0553
N 1.682 -4.842 4.998  0.0302
H -1.822 0.439 -1.170  0.0736
C 0.555 -2.733 4.893  -0.2179
H -3.928 4.238 -5.868  0.0806
O -1.718 -4.198 -5.975  -0.1849
N -3.676 1.553 -3.848  0.0420
C 2.531 -3.180 3.420  -0.0473
H 5.822 1.845 6.635  0.0708
H -1.582 -0.797 1.920  0.0911
H 2.155 1.766 3.859  0.0821
O 4.063 1.514 4.649  -0.1903
H -0.541 -5.229 -7.251  0.0865
H 3.268 -0.647 7.926  0.0799
H -4.288 1.441 1.004  0.0858
O 3.666 4.763 -0.027  -0.1932
N -1.495 0.119 -2.080  0.0548
C 3.828 4.081 -1.245  -0.2270
C -0.062 0.483 -2.160  -0.4219

HOMO-LUMO gap	0.349	hartree
SMILES string	COC[C@H](C)N.COC[C@H](C)N.COC[C@H](C)N.COC[C@H](C)N.COC[C@H](C)N.COC[C@H](C)N.COC[C@H](C)N
energy above the lowest of the compared OMol25 structures with the same formula, charge and spin	12.5	kcal per mole
maximum force	1.62	eV Å⁻¹
E_tot	-55044.5920	eV
net charge	0

=====

No. 2
8 unconnected molecules or ions with the total composition C28H77N8O10 in a non-equilibrium geometry, computed with wB97M-V/def2-TZVPD.

Last column: Löwdin charge in e.
Cartesian coordinates (Å):
H 44.227 32.347 46.636  -0.0525
C 46.078 44.111 47.507  -0.4560
O 46.653 45.948 46.080  -0.1708
H 41.996 39.621 42.947  0.0922
H 44.294 42.789 43.340  0.1182
C 45.461 33.393 45.387  -0.3711
H 44.579 33.622 43.438  0.0928
H 39.713 40.246 43.052  0.1166
H 47.100 37.515 45.686  0.0732
H 41.911 39.884 49.449  0.1341
H 52.729 38.428 46.159  0.0563
H 39.115 41.814 43.838  0.0902
H 43.956 43.875 48.107  0.0820
H 43.180 42.551 44.936  0.0724
H 40.484 37.277 49.923  0.0617
H 47.111 39.405 42.753  -0.0454
N 47.896 39.253 43.168  0.0949
C 48.630 39.770 40.827  -0.0536
H 45.559 40.106 44.143  0.0032
C 45.289 34.843 45.822  -0.2375
C 40.270 38.058 50.659  -0.0868
N 47.283 44.857 51.339  0.0791
O 43.431 39.909 51.162  -0.2106
H 44.182 45.363 47.125  0.0789
H 45.341 37.387 46.191  0.1240
H 39.771 38.824 49.941  0.0922
H 47.435 43.862 50.815  0.1205
C 48.680 44.946 51.888  -0.4124
H 39.459 37.784 51.370  0.0723
N 44.309 32.610 45.821  0.0685
C 47.075 45.178 47.255  -0.2103
H 44.078 41.135 49.465  0.1067
C 50.948 40.461 45.584  -0.1453
C 52.420 38.927 47.025  -0.0747
O 45.489 40.237 47.357  -0.1015
C 46.349 36.801 46.075  -0.1332
H 40.276 40.265 51.717  -0.0142
C 43.633 40.754 44.098  -0.3366
H 43.404 33.027 45.694  0.0820
N 46.493 43.222 48.575  0.0679
H 44.693 39.027 43.235  0.1208
H 48.773 46.175 45.500  0.0615
C 48.073 41.542 42.482  -0.2264
H 41.670 40.327 52.578  0.0645
H 42.181 38.118 51.802  0.1026
N 49.987 38.443 46.983  0.0628
H 50.659 44.635 51.126  0.1004
H 50.792 40.112 47.632  0.0614
O 49.192 43.311 50.380  -0.2524
N 46.718 40.256 46.908  -0.5403
H 51.877 42.186 43.609  0.1058
H 45.141 39.733 49.794  0.0801
H 45.013 41.035 50.873  0.0220
H 48.076 44.725 46.986  0.1281
O 47.504 39.840 47.712  -0.0100
H 52.731 38.469 47.983  0.0801
C 44.668 44.740 47.925  -0.0285
H 49.625 45.289 49.918  0.1385
H 47.959 39.656 44.048  -0.0020
H 49.637 43.829 53.459  0.0753
H 43.892 40.222 44.958  0.0962
H 42.319 40.842 42.265  0.0378
H 49.343 41.770 48.882  0.0970
H 50.073 43.515 48.619  0.0608
H 47.460 42.875 48.265  0.0892
C 42.314 40.592 43.173  -0.1317
H 50.071 40.924 45.928  0.0830
C 43.999 42.214 44.311  -0.0616
H 52.998 39.967 47.179  0.1230
H 46.650 36.638 47.167  0.1108
C 51.066 39.470 46.927  -0.4134
H 50.873 42.394 49.623  0.0741
C 45.546 33.242 43.873  -0.0643
H 47.968 44.265 53.842  0.0790
H 48.729 45.880 52.345  0.1104
H 40.029 41.935 42.311  0.0463
H 49.048 38.735 46.783  0.0102
C 48.279 43.848 41.935  -0.0816
C 51.798 42.423 44.697  -0.1477
C 48.633 40.147 42.303  -0.4567
C 48.649 43.997 53.022  -0.0997
H 47.026 45.412 50.757  -0.0998
C 49.663 44.549 50.792  -0.2343
H 45.809 42.500 48.439  0.0363
O 46.430 35.544 45.513  -0.1428
C 42.440 39.395 50.297  -0.2319
O 48.809 42.511 41.749  -0.2125
H 45.849 32.332 43.443  0.0474
H 51.023 43.215 44.984  0.1087
H 49.105 44.583 41.478  0.1290
H 49.285 38.841 40.659  0.0995
N 40.854 39.791 52.271  0.0595
C 41.496 38.744 51.323  -0.3893
H 48.074 41.760 43.720  0.1774
H 47.145 45.775 48.195  0.1289
H 49.793 40.157 42.714  0.1607
H 48.394 44.245 42.938  0.0646
C 49.918 42.666 49.232  -0.0017
H 47.570 39.414 40.472  0.1295
H 44.810 45.347 48.821  0.0631
H 46.237 32.806 45.836  0.1386
H 47.368 43.891 41.577  0.0210
H 44.888 42.206 44.863  0.0208
O 46.911 40.337 45.643  -0.1031
C 44.482 40.442 50.302  -0.0784
H 43.154 38.446 49.969  0.1767
O 41.273 41.307 43.879  -0.2264
C 39.963 41.404 43.212  -0.0791
H 47.521 46.854 44.544  0.0715
H 46.101 43.553 46.553  0.1316
H 49.217 40.349 40.362  -0.0227
H 48.088 47.500 46.150  0.0859
H 46.223 33.996 43.401  0.0850
O 51.942 41.474 45.707  -0.2009
H 47.052 41.583 42.015  0.1286
H 50.893 39.895 44.549  0.1468
H 48.225 43.022 52.619  0.0994
H 44.484 35.264 45.379  0.1018
H 50.108 38.005 46.085  0.0533
C 47.803 46.628 45.543  -0.1219
H 45.080 34.770 46.767  0.0740
H 52.612 43.057 44.801  0.0428
N 44.839 40.116 43.423  -0.0105

HOMO-LUMO gap	0.314	hartree
energy above the lowest of the compared OMol25 structures with the same formula, charge and spin	356.6	kcal per mole
maximum force	15.39	eV Å⁻¹
E_tot	-62661.7730	eV
net charge	-1

=====

No. 3
A molecular structure, C28H78BF10NO30S2Tl in a non-equilibrium geometry, computed with wB97M-V/def2-TZVPD.

Last column: Löwdin charge in e.
Cartesian coordinates (Å):
H 13.079 -12.973 -5.531  0.1422
C 17.098 -18.815 -10.610  -0.2666
C 18.101 -9.687 -13.151  -0.1898
H 11.395 -14.163 -12.306  0.0923
H 20.570 -12.886 -7.850  0.1073
H 18.114 -16.910 -10.796  0.0957
O 8.549 -17.772 -10.513  -0.0959
H 10.275 -10.615 -11.849  0.1014
H 13.343 -17.930 -5.282  0.0909
H 15.919 -19.571 -14.725  0.1265
H 11.229 -19.444 -9.371  0.1204
O 17.078 -19.847 -9.637  -0.0191
O 11.158 -13.582 -11.579  -0.1391
H 16.650 -20.602 -10.057  0.1027
H 19.639 -16.589 -13.147  0.1220
O 17.893 -11.708 -14.589  -0.0670
Tl 12.562 -12.088 -9.635  1.5494
N 14.800 -13.785 -10.160  -0.2455
H 14.420 -11.133 -6.679  0.1340
H 15.667 -17.818 -14.556  0.1012
H 15.034 -15.752 -14.887  0.1126
H 17.390 -19.029 -11.641  0.0245
B 14.273 -9.437 -9.304  -1.3036
H 19.219 -15.445 -10.275  0.0438
O 18.750 -12.687 -5.824  -0.0893
C 20.477 -11.921 -7.344  -0.2554
H 8.808 -19.851 -10.464  0.1226
O 11.231 -10.741 -11.836  -0.0947
C 12.741 -17.993 -7.119  -0.2214
O 13.313 -12.236 -12.566  -0.1092
C 17.085 -18.764 -13.113  -0.3013
F 14.811 -16.609 -8.996  0.1341
H 9.941 -15.286 -10.105  0.1163
H 16.158 -18.253 -10.652  0.0938
H 18.321 -11.700 -7.660  0.0949
C 13.899 -14.188 -7.213  -0.2031
H 9.805 -18.859 -11.541  0.1210
C 20.935 -14.780 -10.987  -0.1774
O 22.508 -16.499 -10.553  -0.0219
H 14.150 -12.626 -12.847  0.0366
C 19.705 -15.579 -15.008  -0.1815
C 9.537 -14.271 -10.042  -0.1922
O 13.846 -11.840 -7.006  -0.0569
H 21.617 -14.017 -10.615  0.1353
H 22.089 -16.308 -9.710  0.0817
O 16.417 -12.816 -8.616  -0.2398
O 14.490 -19.630 -6.425  -0.0496
H 17.784 -17.926 -13.003  0.1258
O 16.723 -9.440 -13.536  -0.0613
C 13.089 -10.979 -13.197  -0.2112
H 14.801 -18.105 -7.673  0.0933
O 17.397 -18.689 -15.508  -0.0716
H 16.388 -14.723 -17.170  0.1211
O 16.326 -15.139 -16.306  -0.0595
O 16.729 -14.697 -5.494  -0.0514
O 19.349 -14.619 -12.809  -0.0857
H 17.041 -11.252 -14.447  0.0633
H 11.910 -18.700 -7.059  0.1076
H 10.821 -17.783 -9.550  0.0905
H 8.521 -14.489 -9.699  0.1399
H 18.259 -9.608 -12.071  0.1253
H 18.741 -16.606 -5.784  0.1300
H 19.650 -15.323 -7.816  0.0757
H 19.308 -19.259 -9.785  0.0928
H 14.861 -12.977 -5.655  0.1349
F 15.075 -10.576 -8.997  0.0700
H 12.046 -14.541 -7.232  0.1311
F 12.800 -16.432 -9.857  0.1473
S 16.318 -13.669 -9.793  0.5626
H 19.192 -13.521 -6.043  0.0528
H 14.647 -14.233 -7.999  0.0604
H 16.231 -16.598 -6.107  0.1210
H 9.147 -19.583 -8.214  0.0948
O 19.006 -14.992 -7.179  -0.0725
O 21.502 -11.699 -6.409  -0.0369
H 18.754 -9.001 -13.685  0.1233
O 17.783 -19.981 -13.083  -0.0224
H 9.424 -12.508 -11.406  0.1154
F 16.440 -11.547 -11.333  0.1400
O 10.177 -13.524 -8.995  -0.1113
C 18.312 -16.129 -6.676  -0.1962
O 13.599 -14.828 -12.077  -0.2803
H 13.415 -11.020 -14.242  0.1389
H 16.344 -18.662 -12.322  0.0884
H 16.357 -13.517 -14.105  0.0791
O 9.782 -18.870 -8.060  -0.0499
O 19.384 -18.324 -10.008  -0.0370
O 12.885 -17.315 -5.871  -0.0520
H 20.928 -16.766 -11.813  0.1045
S 14.722 -15.164 -11.250  0.6996
F 13.684 -9.665 -10.561  0.0928
C 9.738 -13.549 -11.340  -0.1697
C 13.981 -18.806 -7.468  -0.2372
H 14.245 -15.208 -16.364  0.1306
H 14.988 -12.907 -15.993  0.1331
H 13.712 -13.493 -14.891  0.1183
H 14.127 -15.071 -6.600  0.1360
H 18.519 -16.917 -7.405  0.1080
H 18.008 -15.398 -16.011  0.0631
H 17.402 -14.016 -5.673  0.0497
O 18.356 -15.928 -15.282  -0.0912
C 9.425 -18.950 -10.522  -0.1888
C 20.032 -15.633 -13.524  -0.2009
C 15.085 -15.011 -15.685  -0.2134
H 9.324 -14.092 -12.192  0.1437
C 17.131 -12.696 -11.158  -0.6289
C 10.372 -18.756 -9.346  -0.2672
H 18.981 -10.737 -6.386  0.1230
C 19.040 -11.730 -6.836  -0.2100
O 12.660 -14.168 -7.889  -0.0908
H 18.329 -20.078 -13.869  0.1066
O 15.921 -15.631 -11.840  -0.2303
H 13.642 -10.187 -12.688  0.1207
H 18.474 -11.798 -12.522  0.0638
H 12.573 -17.250 -7.896  0.0862
C 21.699 -16.016 -11.608  -0.2252
H 17.995 -17.927 -15.510  0.0586
C 11.629 -10.762 -13.198  -0.2079
F 18.343 -12.332 -10.819  0.1731
H 20.337 -16.316 -15.510  0.1292
H 7.674 -18.157 -10.413  0.0788
H 9.709 -13.806 -8.203  0.1083
C 18.091 -17.757 -10.114  -0.2263
H 13.911 -19.376 -8.397  0.1207
H 11.358 -9.908 -13.823  0.1434
H 21.090 -15.576 -13.277  0.0827
C 14.089 -16.570 -10.106  -0.6418
F 14.274 -17.687 -10.787  0.1488
O 17.106 -14.851 -9.602  -0.2391
H 18.484 -14.393 -13.152  0.0863
O 20.121 -15.328 -9.973  -0.0481
H 20.230 -14.368 -11.718  0.0455
C 14.758 -13.607 -15.181  -0.1818
C 16.407 -18.620 -14.491  -0.1909
H 19.885 -14.559 -15.354  0.1344
H 16.381 -9.308 -12.641  0.0806
F 17.100 -13.271 -12.355  0.0801
H 17.732 -17.507 -9.113  0.0984
F 15.032 -8.310 -9.255  0.1961
C 18.490 -11.142 -13.392  -0.2296
O 15.422 -13.316 -13.947  -0.1193
H 20.575 -11.160 -8.121  0.1203
H 11.177 -11.655 -13.645  0.1294
H 21.568 -12.428 -5.786  0.0896
H 22.340 -15.769 -12.451  0.1247
C 13.929 -13.005 -6.218  -0.1381
H 15.102 -20.330 -6.654  0.0923
F 13.141 -9.412 -8.453  0.0992
H 16.393 -15.506 -7.376  0.0703
H 19.557 -11.091 -13.637  0.1277
C 16.869 -15.772 -6.422  -0.2308

HOMO-LUMO gap	0.063	hartree
maximum force	5.71	eV Å⁻¹
E_tot	-147411.2865	eV
net charge	+1